Entry 1:
Molecular formula: C3H3NO2
Method: DFT, wB97M-V/def2-TZVPD

```
9
Properties=species:S:1:pos:R:3:forces:R:3
O -0.3711 -2.5404 2.2559 -0.237 -0.222 -0.276
N 0.4875 -1.6935 2.2972 -0.269 0.912 -0.920
O 1.2849 -1.5527 3.1877 0.437 0.397 -0.254
C 0.4317 -0.7225 1.1308 0.822 0.039 0.329
C 0.9537 -0.1114 0.1211 -1.195 -0.668 0.744
C -0.5552 -0.0125 0.2228 2.042 -0.809 2.730
H 1.5257 0.2554 -0.6673 1.652 0.014 -0.523
H -0.9149 0.8478 0.6887 -1.240 1.307 0.118
H -1.1168 -0.7512 -0.2030 -2.011 -0.970 -1.948
```
Positions in Å, forces in eV/Å.

Output
Electronic energy, eV: -8738.005
SMILES string: O=[N+]([O-])C1=CC1
Kohn-Sham gap, eV: 10.208
Energy relative to the best compared isomer or geometry (same formula, charge and spin), kcal per mole: 164.3
HOMO energy, eV: -10.5114

=====

Entry 2:
Molecular formula: C3H3NO2
Method: DFT, wB97M-V/def2-TZVPD

```
9
Properties=species:S:1:pos:R:3:forces:R:3
O -0.5127 -1.2769 -1.0515 0.269 0.436 -0.107
C -0.0442 -0.2732 -0.2788 -0.058 -0.211 0.093
C 1.2545 -0.2197 0.2332 1.032 0.436 0.632
O 1.5250 0.6616 1.0813 0.357 -1.082 -0.871
C -0.8739 0.7199 0.3318 -0.812 0.121 0.415
N -0.4622 1.7095 0.9881 -0.363 -0.121 -0.279
H -1.0979 -0.8976 -1.7207 -0.113 -0.213 0.051
H -1.9069 0.3742 0.4361 -0.377 0.450 -0.100
H 2.0025 -0.9132 -0.1799 0.065 0.184 0.167
```
Positions in Å, forces in eV/Å.

Output
Electronic energy, eV: -8740.433
Kohn-Sham gap (alpha / beta), eV: 8.645 / 7.249
Energy relative to the best compared isomer or geometry (same formula, charge and spin), kcal per mole: 108.3
HOMO energy (alpha / beta), eV: -8.9536 / -8.9660

=====

Entry 3:
Molecular formula: C3H3NO2
Method: DFT, wB97M-V/def2-TZVPD

```
9
Properties=species:S:1:pos:R:3:forces:R:3
C -0.5318 -1.2234 -0.1130 -1.583 2.377 0.308
C -1.0724 0.0573 -0.1458 1.067 -1.763 -0.152
C 0.9811 1.2023 0.1300 0.563 -6.368 0.239
N 0.6638 -1.5604 0.1275 2.811 0.020 0.052
O -0.2894 1.2131 -0.0495 2.232 2.055 0.044
O 1.6045 0.0624 0.3359 -1.782 1.895 -0.355
H -1.0480 -2.1785 -0.2780 -0.449 0.408 0.049
H -2.0076 0.4551 -0.0291 -2.501 -0.342 -0.166
H 1.6998 1.9720 0.0220 -0.358 1.718 -0.018
```
Positions in Å, forces in eV/Å.

Output
Electronic energy, eV: -8739.036
Kohn-Sham gap (alpha / beta), eV: 7.378 / 7.379
Energy relative to the best compared isomer or geometry (same formula, charge and spin), kcal per mole: 140.6
HOMO energy (alpha / beta), eV: -7.4839 / -7.4842

=====

Entry 4:
Molecular formula: C3H3NO2
Method: DFT, wB97M-V/def2-TZVPD

```
9
Properties=species:S:1:pos:R:3:forces:R:3
O -0.0336 1.3974 -0.9010 -0.096 1.191 3.002
C 0.1360 0.2806 -0.1144 0.294 -1.347 2.839
C -1.0502 -0.6585 0.0410 -0.416 -0.281 -0.169
O -2.1372 -0.4271 -0.4057 0.613 -0.123 0.174
C 1.4283 -0.3969 -0.2176 0.887 -0.961 -0.215
N 2.4217 -0.9836 -0.2846 -0.880 0.607 0.065
H -0.0439 1.6224 0.1642 -0.580 3.299 -4.273
H 0.1262 0.7550 1.0678 0.386 -2.219 -1.348
H -0.8060 -1.5160 0.6945 -0.208 -0.166 -0.074
```
Positions in Å, forces in eV/Å.

Output
Electronic energy, eV: -8740.619
Kohn-Sham gap, eV: 10.263
Energy relative to the best compared isomer or geometry (same formula, charge and spin), kcal per mole: 104.0
HOMO energy, eV: -10.8689